[1]
# C4H7NO3

A single C4H7NO3 molecule at a distorted geometry (the ωB97M-V functional and the def2-TZVPD basis, the OMol25 dataset).

Structure (ORCA input):
```
! wB97M-V def2-TZVPD RIJCOSX def2/J DEFGRID3
* xyz 0 1
O 0.437 -0.942 0.453
O -0.286 1.799 -0.980
O -0.666 -1.583 -1.563
N 1.249 0.204 -0.176
C -1.983 -0.628 0.238
C 0.067 0.687 -0.675
C -0.635 -0.696 -0.444
C 1.986 1.032 0.749
H -2.738 -0.237 -0.450
H 2.501 1.816 0.184
H -2.299 -1.626 0.558
H 1.315 1.501 1.476
H -1.950 0.025 1.114
H 2.729 0.411 1.256
H 0.273 -1.763 -1.739
*
```

The HOMO-LUMO gap is 10.7 eV. For the electronic energy, the calculation gives -437.01479 a.u. As for the structure (SMILES): CN1O[C@](C)(O)C1=O. As for the energy relative to the best compared isomer or geometry (same formula, charge and spin): 337.6 kJ/mol.

[2]
# C37H37AsN7O10S3W

A molecular structure, C37H37AsN7O10S3W at a distorted geometry (the ωB97M-V functional and the def2-TZVPD basis, the OMol25 dataset).

Structure (ORCA input):
```
! wB97M-V def2-TZVPD RIJCOSX def2/J DEFGRID3
* xyz 3 1
W -1.149 -0.553 -1.242
As -2.086 -2.095 -4.008
S -2.108 2.238 0.465
S -0.377 1.233 -3.232
S -3.337 -0.964 0.618
O -3.463 -0.230 1.828
O -1.755 0.709 -2.817
O -2.198 -1.752 -2.237
O -0.230 2.635 -3.173
O 2.185 0.835 5.503
O -0.334 -1.583 -3.871
O -1.101 1.174 -0.236
O 0.407 0.429 -2.183
O -1.774 -3.799 -3.789
O -3.193 -0.150 -0.663
N 1.669 0.458 3.349
N -7.506 -4.957 0.193
N 3.889 0.942 3.992
N -1.767 -1.484 0.491
N -1.606 -3.850 0.941
N 0.732 -0.593 0.040
N -0.478 -2.681 -0.783
C 0.005 3.621 1.580
C -0.744 2.811 4.141
C 5.940 2.943 -0.969
C -1.300 -2.777 0.270
C 0.697 -0.141 1.291
C 1.210 4.032 5.150
C 4.365 1.451 2.749
C 4.112 2.770 0.761
C 0.093 0.591 -4.760
C -5.057 -2.697 1.625
C -0.998 -4.963 0.509
C -1.122 2.822 1.775
C 1.039 -0.487 -7.097
C 3.610 2.313 1.973
C 1.820 -0.127 2.126
C 0.610 -1.342 -6.084
C -6.530 -4.053 0.273
C -6.037 -3.639 1.538
C -4.515 -2.142 0.443
C -2.073 3.566 -0.716
C 5.633 1.070 2.319
C 0.533 1.447 -5.766
C 1.889 -1.075 -0.454
C 0.130 -0.801 -4.911
C -1.511 2.419 3.057
C 5.376 2.404 0.315
C 3.013 -1.152 0.333
C 2.989 -0.706 1.639
C 0.115 -3.789 -1.231
C -0.122 -4.979 -0.570
C -5.976 -3.481 -0.903
C 2.592 0.753 4.367
C 0.392 3.612 3.969
C 0.998 0.893 -6.946
C 0.740 4.014 2.676
C 6.130 1.552 1.121
C -4.986 -2.547 -0.822
H 1.544 3.159 5.709
H 0.751 -3.709 -2.102
H 1.336 1.537 -7.745
H -7.931 -5.341 1.021
H 1.604 4.650 2.536
H 0.656 -2.417 -6.203
H -1.056 3.829 -0.987
H -2.219 -4.364 -4.434
H -1.228 -5.872 1.051
H 2.639 2.638 2.319
H 6.230 0.404 2.930
H 6.427 2.158 -1.547
H 2.082 4.609 4.851
H -4.703 -2.369 2.592
H -2.636 3.234 -1.586
H 3.518 3.453 0.165
H 0.314 3.931 0.589
H -0.245 0.240 1.656
H 0.348 -5.895 -0.894
H 3.921 -1.567 -0.082
H 0.730 0.516 3.719
H 5.166 3.398 -1.585
H 4.496 1.046 4.795
H 6.692 3.706 -0.764
H 1.898 -1.393 -1.487
H -1.033 2.505 5.139
H -2.586 4.400 -0.236
H 0.509 2.518 -5.616
H 7.125 1.262 0.807
H -4.595 -2.083 -1.716
H -7.894 -5.235 -0.692
H 3.863 -0.802 2.267
H -2.394 1.811 3.195
H 0.609 4.642 5.826
H -6.460 -4.064 2.438
H -6.372 -3.771 -1.868
H 1.414 -0.912 -8.019
*
```

The HOMO-LUMO gap is 4.5 eV. For the electronic energy, the calculation gives -6064.50281 a.u. As for the energy relative to the best compared isomer or geometry (same formula, charge and spin): 0.0 kJ/mol.

[3]
# C19H40FHfN3O5S

A molecular structure, C19H40FHfN3O5S at a distorted geometry (the ωB97M-V functional and the def2-TZVPD basis, the OMol25 dataset).

Structure (ORCA input):
```
! wB97M-V def2-TZVPD RIJCOSX def2/J DEFGRID3
* xyz 2 1
Hf 1.095 -1.585 0.383
S 3.347 -1.574 -2.783
F 2.169 0.289 0.118
O 2.317 -1.647 -1.730
O -0.023 -0.620 -1.381
O -0.856 -0.837 1.341
O 4.532 -2.376 -2.703
O 1.797 -1.166 2.503
N -1.062 -0.180 -3.395
N 2.073 -1.233 4.736
N -1.740 0.178 1.115
C 4.024 -1.575 3.493
C -3.108 -1.309 -0.319
C -3.658 2.293 1.161
C -0.101 1.608 -2.140
C 3.493 -0.360 -5.175
C 3.918 0.137 -2.794
C -3.927 -0.718 1.983
C -0.438 0.135 -2.273
C -1.629 -1.473 -3.751
C 0.092 1.830 1.804
C 2.548 -1.237 3.505
C 0.701 -1.025 5.226
C -1.756 1.208 3.328
C -2.170 2.582 1.253
C -1.367 1.399 1.852
C 2.659 -1.449 -4.450
C -3.883 1.075 0.272
C 3.532 0.739 -4.120
C -3.155 -0.210 0.766
H -2.811 1.343 3.567
H 0.309 2.808 2.224
H -1.363 2.004 3.968
H 4.366 -2.513 3.926
H -0.200 2.245 -3.015
H -0.822 2.055 -1.448
H 2.711 -1.051 5.499
H 4.157 1.576 -4.433
H -2.330 -1.280 -4.571
H 1.638 -1.067 -4.348
H 4.311 -1.538 2.440
H -1.003 -2.158 -4.327
H -2.539 -0.846 -1.130
H 3.523 0.612 -1.893
H 2.550 1.221 -4.082
H 0.462 1.802 0.776
H -2.241 -1.930 -2.981
H -4.216 0.098 2.637
H -4.113 -1.460 -0.710
H 0.856 1.631 -1.620
H -1.441 0.216 3.648
H 0.114 -1.654 4.552
H -4.820 -1.256 1.658
H -4.121 3.216 0.810
H 2.439 -2.410 -4.914
H -3.382 -1.468 2.561
H 2.950 -0.032 -6.059
H -4.956 0.875 0.301
H 4.500 -0.638 -5.483
H -2.097 3.451 1.914
H -4.164 2.089 2.104
H -3.539 1.113 -0.766
H 0.386 0.014 5.198
H -1.695 2.917 0.329
H -2.605 -2.233 -0.045
H 4.968 0.013 -2.524
H 4.636 -0.824 3.997
H 0.751 1.116 2.306
H 0.583 -1.492 6.199
H -1.172 0.538 -4.090
*
```

The HOMO-LUMO gap is 4.8 eV. For the electronic energy, the calculation gives -1833.95220 a.u.

[4]
# C2H3ClNOP

A single C2H3ClNOP molecule at a distorted geometry (the ωB97M-V functional and the def2-TZVPD basis, the OMol25 dataset).

Structure (ORCA input):
```
! wB97M-V def2-TZVPD RIJCOSX def2/J DEFGRID3
* xyz 0 1
Cl 3.420 -0.454 -0.527
P 1.948 -0.060 0.634
O 0.766 -0.677 -0.239
N -0.596 2.046 -0.021
C -0.560 -0.533 0.051
C -1.117 0.974 -0.136
H -2.179 0.798 -0.571
H -1.061 -1.382 -0.440
H -0.622 -0.712 1.249
*
```

The HOMO-LUMO gap (spin up / spin down) is 5.8 / 2.8 eV. For the electronic energy, the calculation gives -1009.38124 a.u. As for the energy relative to the best compared isomer or geometry (same formula, charge and spin): 535.8 kJ/mol.

[5]
# C2H3LiO4Y

A molecular structure, C2H3LiO4Y at a distorted geometry (the ωB97M-V functional and the def2-TZVPD basis, the OMol25 dataset).

Structure (ORCA input):
```
! wB97M-V def2-TZVPD RIJCOSX def2/J DEFGRID3
* xyz 1 1
Y 0.959 1.264 0.035
O 3.973 0.385 -0.767
O 3.993 0.328 0.749
O -0.002 -0.895 0.057
O -1.113 1.529 -0.010
C -1.948 0.451 -0.006
C -1.228 -0.859 0.028
Li 2.446 -1.209 -0.060
H -1.812 -1.797 0.007
H -2.649 0.415 0.861
H -2.620 0.387 -0.894
*
```

The HOMO-LUMO gap (spin up / spin down) is 7.9 / 5.5 eV. For the electronic energy, the calculation gives -424.41060 a.u.

[6]
# C10H6INO4PtS

A molecular structure, C10H6INO4PtS at a distorted geometry (the ωB97M-V functional and the def2-TZVPD basis, the OMol25 dataset).

Structure (ORCA input):
```
! wB97M-V def2-TZVPD RIJCOSX def2/J DEFGRID3
* xyz 2 1
Pt -1.433 -1.189 2.294
I -4.115 -1.811 1.114
S -1.657 -2.417 -1.246
O 3.683 -1.739 -0.246
O 1.681 -1.446 0.701
O 0.649 -0.677 -2.615
O 1.079 3.044 -0.302
N 1.487 0.873 -1.086
C -0.601 -0.012 -0.622
C 0.551 -0.066 -1.609
C -2.602 -0.530 0.645
C 2.775 -1.015 -0.047
C -1.609 -0.903 -0.379
C -0.482 1.191 0.073
C -2.468 0.744 1.315
C -1.414 1.587 1.056
C 0.781 1.909 -0.442
C 2.784 0.420 -0.547
H 1.542 -0.839 1.440
H -2.763 -2.244 -2.000
H -3.223 1.031 2.038
H 3.138 1.083 0.244
H -1.304 2.535 1.565
H 3.522 0.470 -1.344
*
```

The HOMO-LUMO gap is 4.6 eV. For the electronic energy, the calculation gives -1554.72872 a.u.

[7]
# CH2N2O2S

A molecular structure, CH2N2O2S at a distorted geometry (the ωB97M-V functional and the def2-TZVPD basis, the OMol25 dataset).

Structure (ORCA input):
```
! wB97M-V def2-TZVPD RIJCOSX def2/J DEFGRID3
* xyz 0 1
S 0.769 -0.576 -1.170
O 1.386 0.666 -1.580
O -0.625 -0.770 -1.566
N -1.929 0.000 -0.011
N -1.054 0.126 0.683
C 0.210 0.091 0.955
H 0.713 1.053 0.956
H 0.528 -0.589 1.733
*
```

The HOMO-LUMO gap is 9.7 eV. For the electronic energy, the calculation gives -697.39303 a.u. As for the energy relative to the best compared isomer or geometry (same formula, charge and spin): 414.6 kJ/mol.

[8]
# C17H15FN2O

A single C17H15FN2O molecule at a distorted geometry (the ωB97M-V functional and the def2-TZVPD basis, the OMol25 dataset).

Structure (ORCA input):
```
! wB97M-V def2-TZVPD RIJCOSX def2/J DEFGRID3
* xyz 0 1
F -1.216 3.028 -1.451
O 0.228 2.244 0.712
N 0.326 0.018 1.183
N 1.852 -1.743 1.650
C -1.308 0.783 -0.534
C 1.181 -2.071 2.915
C 1.179 0.703 -0.867
C -0.374 -0.163 2.484
C -3.866 0.615 -1.662
C 3.045 -0.896 -1.060
C -3.111 1.767 -1.823
C -3.336 -0.459 -0.905
C 2.618 0.672 -2.845
C 1.972 -0.326 -0.368
C 0.068 0.991 0.112
C -0.320 -1.647 2.899
C -1.833 1.832 -1.295
C 3.341 -0.409 -2.317
C 1.537 1.260 -2.126
C -2.062 -0.390 -0.386
C 1.423 -0.761 0.890
H 2.897 0.988 -3.874
H -0.881 -2.301 2.240
H 1.659 -1.570 3.742
H 4.116 -0.861 -2.897
H -0.692 -1.808 3.903
H 1.289 -3.160 3.054
H -3.543 2.617 -2.338
H -1.587 -1.200 0.162
H -4.865 0.595 -2.040
H 0.911 2.028 -2.594
H -3.946 -1.360 -0.782
H 1.059 2.197 1.216
H 3.501 -1.805 -0.638
H -1.415 0.173 2.401
H 0.150 0.417 3.242
*
```

The HOMO-LUMO gap is 9.0 eV. For the electronic energy, the calculation gives -941.42045 a.u. As for the structure (SMILES): O[C@@]1(c2ccccc2F)c2ccccc2C2=NCCCN21. As for the energy relative to the best compared isomer or geometry (same formula, charge and spin): 0.0 kJ/mol.